Formula: C18H29NO2
Source: the Open Molecules 2025 dataset
Level of theory: ωB97M-V/def2-TZVPD

Each line ends with the natural charge from an NBO analysis.
Geometry (Å):
C -2.474901 3.455258 4.061652  -0.633
C -1.954718 2.655156 2.902102  0.016
C -1.797425 1.288399 3.056300  -0.286
C -1.321879 0.477324 2.028929  0.382
O -1.240341 -0.856134 2.326265  -0.510
C -0.693401 -1.742354 1.380421  -0.091
C 0.844718 -1.660465 1.344625  -0.084
O 1.428688 -2.516493 0.395846  -0.536
C 1.352902 -2.061757 -0.939223  -0.061
C 2.255153 -2.951753 -1.794861  -0.233
N 2.295870 -2.461489 -3.162022  -0.441
C 1.179801 -2.921528 -3.975890  -0.227
C 1.584161 -4.290110 -4.572106  -0.435
C 3.115814 -4.310700 -4.458200  -0.432
C 3.456104 -2.909180 -3.915325  -0.218
C -0.999293 1.065143 0.813902  -0.358
C -1.156835 2.431044 0.659395  -0.126
C -1.626270 3.247502 1.677229  -0.062
C -1.768053 4.733218 1.432143  -0.239
C -2.784236 5.003550 0.319551  -0.593
C -0.413311 5.360902 1.094244  -0.594
H -1.750671 4.208246 4.369850  0.217
H -2.670796 2.804024 4.909355  0.217
H -3.402624 3.961652 3.798500  0.217
H -2.046761 0.812233 3.992277  0.215
H -0.994435 -2.740903 1.708204  0.197
H -1.116099 -1.563614 0.384683  0.169
H 1.236222 -1.977639 2.314855  0.193
H 1.152236 -0.618977 1.168615  0.169
H 1.700497 -1.020973 -1.011562  0.171
H 0.319460 -2.103447 -1.310230  0.155
H 3.259975 -2.902550 -1.371366  0.204
H 1.904247 -3.990359 -1.711905  0.170
H 0.263622 -2.973864 -3.390673  0.200
H 1.035598 -2.191932 -4.777711  0.193
H 1.249281 -4.377801 -5.603966  0.211
H 1.137251 -5.105062 -4.003604  0.205
H 3.443781 -5.075390 -3.754111  0.203
H 3.601536 -4.497634 -5.413708  0.212
H 4.354769 -2.894241 -3.300830  0.203
H 3.591795 -2.211597 -4.747240  0.189
H -0.629781 0.487238 -0.018783  0.214
H -0.899413 2.865626 -0.295065  0.198
H -2.136757 5.212439 2.341352  0.205
H -2.927319 6.074680 0.192349  0.205
H -2.446097 4.588993 -0.626585  0.200
H -3.743125 4.552750 0.566257  0.211
H 0.305458 5.156127 1.884820  0.211
H -0.514331 6.439154 0.988691  0.205
H -0.019015 4.962368 0.163135  0.200

Cartesian forces (eV/Å) of the 6 atoms listed first:
C 0.0 0.0 0.0
C 0.1 -0.1 -0.1
C 0.1 -0.2 -0.1
C -0.1 0.2 0.1
O 0.0 0.3 0.2
C 0.4 -0.3 -0.4

Calculated values
- Maximum force: 0.0118 hartree/bohr
- HOMO: -8.14 eV
- Orbital gap: 9.016 eV
- SMILES: Cc1cc(OCCOCCN2CCCC2)ccc1C(C)C